The following is a DFT calculation (ωB97M-V with the def2-TZVPD basis set) of an isolated molecule of C2H5NS2.

The calculated total energy comes out at -25312.963 eV. The frontier orbital gap is 8.4836 eV. Its HOMO energy is -8.6676 eV. Its LUMO energy is -0.2 eV. As for the structure (SMILES): NCC(=S)S. The calculation puts the energy relative to the best compared isomer or geometry (same formula, charge and spin) at 276.28 kJ/mol.

Each line ends with the Mulliken charge.
Atoms and positions in Å:
N (-1.204, -0.225, -0.096)  -0.66
C (0.193, -0.684, 0.098)  -0.37
C (1.265, 0.385, 0.056)  0.22
S (2.889, 0.198, -0.061)  -0.25
S (0.416, 1.822, -0.025)  -0.28
H (-1.264, 0.253, -1.226)  0.27
H (-1.966, -0.860, -0.008)  0.22
H (0.580, -1.533, -0.555)  0.29
H (0.034, -0.870, 1.176)  0.31
H (-0.943, 1.514, 0.641)  0.26

Forces on the atoms, in the same order (eV/Å):
N 0.5 2.6 -5.7
C -0.6 -1.9 0.9
C -1.0 -0.7 -0.4
S -0.9 -0.1 0.0
S -1.1 3.7 1.3
H -0.1 -2.0 4.3
H 0.1 -1.2 0.0
H -0.8 0.7 1.1
H 1.2 -1.2 -0.2
H 2.8 0.0 -1.5